Record 1
The following is a quantum chemistry calculation of C28H27IN9O2Ti as an isolated structure, from OMol25.

## Properties
Net charge: -1
E_HOMO (spin up / spin down) in eV: -2.3 / -2.3
Energy relative to the best compared isomer or geometry (same formula, charge and spin) in kJ/mol: 280.0
Orbital gap (spin up / spin down) in eV: 4.1 / 4.1
Molar mass in g/mol: 696.36
Total energy in eV: -78193.5834

Geometry as XYZ:
```
68
C28H27IN9O2Ti (ωB97M-V/def2-TZVPD)
N 0.079 -0.499 5.146
H 0.736 -3.435 -3.848
N -0.554 0.134 4.090
H -1.463 5.053 0.291
N 2.353 -3.248 0.770
C 2.152 -0.719 0.260
H 3.805 -2.456 2.141
I -5.825 7.834 0.261
H 3.725 2.815 0.026
C 1.536 -2.101 0.352
H -1.705 0.426 -2.704
C -4.677 6.090 0.163
H 5.189 0.820 0.266
H 3.631 -0.283 -3.724
C -0.707 0.722 -2.365
C 2.617 -0.641 -3.586
C -4.545 3.716 -0.078
H 1.904 1.267 -2.936
C 1.640 0.237 -3.149
O -1.082 2.611 0.041
N -4.406 -4.855 -1.457
H 3.077 -2.662 -4.177
C 3.233 -3.808 -0.240
C 2.945 -3.133 2.091
H 0.848 0.089 5.454
C -1.528 -4.033 0.368
C 1.917 1.640 0.037
C -2.348 2.537 -0.030
H -2.818 7.139 0.413
H 1.304 2.532 -0.084
C -2.312 -2.092 -0.540
H -0.601 -0.588 5.891
C -5.312 4.869 -0.016
N -1.017 0.603 2.121
H 3.269 -4.122 2.429
O -2.898 1.415 -0.123
N -1.481 1.071 4.231
H 2.188 -2.763 2.785
Ti -0.853 0.599 -0.185
C 0.028 -1.523 -3.202
C 3.531 -0.546 0.312
C 2.311 -1.974 -3.838
C -3.569 -4.237 -0.961
H -5.004 2.746 -0.218
C 4.110 0.715 0.228
C 1.003 -2.402 -3.649
H -2.501 2.054 2.656
H -6.388 4.818 -0.107
C -1.761 1.341 2.970
H 2.661 -3.978 -1.153
H 0.697 -2.031 1.049
H 4.088 -3.175 -0.501
H 0.440 -3.930 0.737
H 1.098 -2.351 -0.619
C 1.282 0.391 0.105
C 0.319 -0.177 -2.929
N -0.263 -0.171 2.857
N -0.529 -4.261 0.977
C -2.541 5.019 0.211
C -3.162 3.789 0.037
C 3.296 1.821 0.093
H 3.617 -4.768 0.113
H -0.521 1.768 -2.636
N -1.635 -1.141 -0.218
C -3.297 6.179 0.277
H 4.187 -1.397 0.420
H -0.985 -1.877 -3.044
C -2.531 -3.481 -0.350
```

---

Record 2
The following is a quantum chemistry calculation of C28H27KN6O2S6 as an isolated structure, from OMol25.

## Properties
Net charge: -2
E_HOMO in eV: -1.7
Energy relative to the best compared isomer or geometry (same formula, charge and spin) in kJ/mol: 8.1
Orbital gap in eV: 5.4
Molar mass in g/mol: 711.06
Total energy in eV: -123848.5528

Geometry as XYZ:
```
70
C28H27KN6O2S6 (ωB97M-V/def2-TZVPD)
C -1.067 1.689 3.362
H 0.557 -2.837 4.917
H -2.022 3.250 4.241
S -2.433 -2.617 -1.062
H -5.125 -3.291 2.365
H 3.953 -0.412 -2.254
H 5.603 -2.794 2.783
S -2.891 -4.002 2.056
C -0.039 -1.679 3.191
H -1.222 -0.001 4.510
K 0.088 0.200 0.203
C 3.873 -0.930 -0.163
C -1.180 -6.716 -0.785
C 0.765 -4.010 2.666
H 1.434 2.671 -2.023
H -3.385 3.796 -3.025
H 0.684 -4.298 3.702
H -2.353 1.732 5.008
C 3.292 -0.341 -1.369
H 6.463 -3.088 0.455
H -5.768 3.838 -2.384
S -0.350 2.593 2.198
H 3.703 -1.300 3.237
H 2.475 0.874 -3.468
S -1.375 -5.315 -1.773
C -3.732 3.169 -2.206
H -4.574 -2.972 0.696
C 1.192 -4.949 1.738
O -2.406 0.812 0.243
C -4.584 -3.699 1.508
C 4.982 -1.759 -0.367
S -0.519 -8.152 -1.322
H -4.931 0.883 0.637
N -0.377 -0.534 2.740
H -1.375 3.178 -2.968
S -1.740 -6.457 0.803
N -0.876 0.361 3.634
H 1.587 -5.297 -0.354
H 1.452 -5.951 2.057
N -0.417 1.727 -1.893
C -4.602 1.542 -0.159
C 5.621 -2.438 0.655
C 0.881 -3.309 0.056
C 5.130 -2.265 1.960
C -2.064 -4.203 -0.591
N 0.474 -2.410 0.938
H -6.537 2.323 -0.540
O 2.452 0.106 1.464
H 0.894 -2.990 -0.982
H 5.338 -1.879 -1.389
C 1.267 -4.596 0.405
H 0.663 2.379 -3.600
C 0.826 1.957 -2.593
H -1.107 -2.271 4.977
C -5.067 3.199 -1.861
C -0.091 -2.007 4.661
C -5.488 2.348 -0.822
H 0.247 -1.150 5.250
C 3.373 -0.703 1.194
C -1.444 2.427 -2.158
C 0.421 -2.728 2.227
H -5.063 -4.623 1.186
C -3.184 1.510 -0.445
C -2.777 2.357 -1.572
N -1.951 2.250 4.247
C -2.211 -4.776 0.647
C 1.656 0.670 -2.757
C 4.067 -1.437 2.223
N 2.139 0.170 -1.495
H 0.998 -0.087 -3.202
```

---

Record 3
The following is a quantum chemistry calculation of one molecule with the formula C28H27N5O4, from OMol25.

## Properties
SMILES: COc1ccc(CCN(Cc2nc(-c3ccccc3)no2)Cc2nc(-c3ccccc3)no2)cc1OC
E_HOMO in eV: -7.9
Energy relative to the best compared isomer or geometry (same formula, charge and spin) in kJ/mol: 357.8
Orbital gap in eV: 8.3
Molar mass in g/mol: 497.56
Total energy in eV: -45112.5010

Geometry as XYZ:
```
64
C28H27N5O4 (ωB97M-V/def2-TZVPD)
C -3.674 1.536 0.192
H 3.674 -1.577 2.106
C 2.295 -3.842 0.003
H 1.179 4.651 -0.422
C -2.678 -2.362 1.376
C 0.920 2.017 1.565
H 0.544 -3.509 -1.184
H 0.224 -1.196 -0.368
C 5.005 -1.756 -1.526
C 1.294 2.705 -1.231
C -3.353 0.238 0.573
C 3.177 -3.304 0.927
N 0.643 0.855 1.061
O -3.800 -2.145 0.557
H -6.458 0.803 -1.570
H 4.711 1.682 0.193
H -0.684 3.213 2.246
C 1.226 -3.091 -0.459
N 2.469 2.351 -0.812
H -2.540 2.558 1.668
H -2.639 -3.439 1.533
C 0.117 3.276 1.504
C -6.050 -2.928 -0.680
H -5.126 -3.387 -1.038
C 4.808 0.720 -0.285
C -5.576 0.663 -0.966
N 2.626 0.781 2.065
H 6.646 0.216 0.676
C 0.495 3.892 -0.807
N 1.651 0.787 -2.167
C 1.746 0.105 1.374
H -1.750 -2.037 0.895
H 5.086 -2.720 -2.006
C 3.925 -0.941 -1.798
C 2.995 -2.018 1.393
H -5.068 2.735 -0.905
C 1.921 -1.262 0.931
C 5.983 -1.341 -0.634
C -5.266 -0.640 -0.590
H 6.824 -1.985 -0.420
H -2.471 0.090 1.176
H 0.777 4.101 1.788
H 3.149 -1.248 -2.481
C -1.477 2.599 -0.218
H -1.723 2.822 -1.258
H -0.041 4.290 -1.673
H -6.118 -3.053 0.403
N -0.484 3.575 0.221
C 2.661 1.133 -1.410
C 3.822 0.301 -1.174
C -4.118 -0.857 0.196
C -4.796 1.739 -0.591
H -1.081 1.577 -0.177
C 1.036 -1.802 0.001
H -3.253 3.626 0.453
C 5.884 -0.105 -0.018
H -2.781 -1.860 2.344
H 2.443 -4.848 -0.361
O -6.145 -1.574 -1.057
O 0.757 1.804 -2.060
H -6.904 -3.413 -1.154
H 4.011 -3.891 1.282
C -2.768 2.662 0.606
O 2.100 2.027 2.193
```

---

Number 1: maximum force 0.0582 Eh/bohr. Number 2: maximum force 0.0114 Eh/bohr. Number 3: maximum force 0.0225 Eh/bohr.